# 1
The following is a quantum chemistry calculation of an isolated ion of composition C3H5N4S and charge -1 in a non-equilibrium geometry, from OMol25.

- Orbital gap: 6.794 eV
- Total charge: -1

Each line ends with the Löwdin charge.
Element x y z (Å)
C (-1.2049, 2.3666, 1.6573)  -0.876
C (1.1522, -1.4015, -0.9881)  -0.164
C (-0.0523, -1.2525, -0.0476)  -0.371
N (-0.2877, 0.8061, -0.6376)  -0.180
N (-0.9593, 2.7101, 0.5312)  -0.032
N (-0.5815, 2.0445, -0.6737)  -0.131
N (-0.2886, 0.0615, 0.4238)  -0.086
S (-1.6285, 2.3531, 3.1790)  0.499
H (1.3945, -2.4400, -1.1578)  0.035
H (0.9297, -0.8034, -1.9560)  0.083
H (2.0901, -1.1547, -0.5370)  0.037
H (-0.8387, -1.4818, -0.7080)  0.066
H (0.2751, -1.8079, 0.9145)  0.120



# 2
The following is a quantum chemistry calculation of one molecule with the formula C3H5N5 in a non-equilibrium geometry, from OMol25.

- Orbital gap: 9.265 eV
- Total charge: 0

Each line ends with the Löwdin charge.
Element x y z (Å)
H (-0.5928, -1.5835, 2.4754)  0.097
N (-0.0294, -1.2684, 1.5991)  0.117
C (-0.5393, -0.2240, 1.1520)  -0.410
N (-1.7805, 0.4875, 1.5375)  0.073
N (-1.8860, 1.4340, 0.7966)  -0.069
N (-1.0682, 1.3948, -0.2082)  -0.020
N (-0.1203, 0.2582, -0.1603)  -0.011
C (0.7254, 0.0355, -1.2294)  -0.234
C (1.6000, -0.8465, -1.2907)  0.008
H (-0.5856, 2.3640, -0.3038)  0.184
H (0.2225, 0.5338, -2.1141)  0.139
H (1.7725, -1.3257, -0.2915)  0.078
H (2.2817, -1.2595, -1.9627)  0.048



# 3
The following is a quantum chemistry calculation of C3H5N5O as an isolated structure in a non-equilibrium geometry, from OMol25.

- Orbital gap: 9.028 eV
- Total charge: 0

Each line ends with the Löwdin charge.
Element x y z (Å)
C (1.7076, -0.6538, 0.0168)  -0.189
C (-0.7247, -0.0962, 0.1382)  -0.258
C (-1.7165, -1.0661, -0.1948)  -0.155
H (1.8869, 1.6665, 0.1153)  0.137
H (1.3611, -1.6406, 0.3788)  0.130
H (3.4577, -0.9369, -0.2530)  0.047
H (-1.9620, -2.2982, -0.2566)  0.163
H (-1.0081, 1.9702, -0.0635)  0.206
N (0.6086, 0.2635, 0.7090)  0.069
N (2.8347, -0.1768, -0.2505)  0.117
N (-2.9111, -0.4999, -0.1132)  -0.059
N (-2.8378, 0.8262, -0.0874)  0.003
N (-1.5806, 1.0144, 0.1751)  -0.039
O (0.8842, 1.6276, -0.3142)  -0.173



# 4
The following is a quantum chemistry calculation of C3H5N5O as an isolated structure in a non-equilibrium geometry, from OMol25.

- Orbital gap: 9.054 eV
- Total charge: 0

Each line ends with the Löwdin charge.
Element x y z (Å)
C (-0.4686, -0.8663, 0.0687)  -0.212
C (-1.9373, -1.1863, 0.4682)  -0.025
C (0.9248, 1.7624, 0.3944)  -0.031
H (1.8885, -0.0906, -1.0774)  0.091
H (2.4097, -1.5014, -0.8592)  0.063
H (-2.1781, -1.9214, 1.3013)  0.123
H (1.9999, 1.0029, -0.0028)  0.150
H (0.9844, 2.7173, 0.9473)  0.046
N (1.8515, -0.8687, -0.3170)  -0.078
N (0.6502, -1.5298, 0.0855)  0.034
N (-2.7433, -0.2690, -0.0569)  -0.061
N (-0.7397, 0.5327, -0.4491)  -0.082
N (-0.3894, 1.6264, 0.1526)  -0.018
O (-2.2526, 0.5917, -0.6556)  0.000



# 5
The following is a quantum chemistry calculation of one molecule with the formula C3H5NO in a non-equilibrium geometry, from OMol25.

- Orbital gap: 10.305 eV
- Total charge: 0

Each line ends with the Löwdin charge.
Element x y z (Å)
O (-0.1289, -1.3807, 1.5280)  0.079
C (-0.6833, -1.3410, 0.4622)  -0.216
N (-0.4420, -0.2103, -0.4807)  -0.112
C (0.9068, 0.4197, -0.4082)  -0.107
C (-0.3890, 1.0647, -0.1679)  -0.239
H (-1.2635, -2.0768, -0.1741)  0.143
H (1.2311, 0.2282, 0.5429)  0.049
H (1.6168, 0.1966, -1.3476)  0.161
H (-0.4191, 1.9918, -0.8331)  0.143
H (-0.4288, 1.1078, 0.8785)  0.100



# 6
The following is a quantum chemistry calculation of a 2-piece molecular cluster, C3H5NO overall in a non-equilibrium geometry, from OMol25.

- Orbital gap: 11.076 eV
- Total charge: 0

Each line ends with the Löwdin charge.
Element x y z (Å)
C (1.8334, -0.5827, 0.0829)  -0.020
N (0.7169, -0.0846, -0.1330)  -0.123
O (0.7038, 1.3101, 0.0025)  -0.058
H (2.5184, 0.1385, 0.3974)  0.063
H (1.9100, -1.6767, -0.0897)  0.095
H (0.0234, 1.4772, -0.6330)  0.050
C (-2.3394, 0.6579, 0.0009)  -0.003
C (-1.8803, -0.4431, -0.1789)  -0.009
H (-3.0543, 1.4120, 0.0990)  0.005
H (-1.1894, -1.2192, -0.3102)  0.001



# 7
The following is a quantum chemistry calculation of one molecule with the formula C3H5NO in a non-equilibrium geometry, from OMol25.

- Orbital gap: 9.460 eV
- Total charge: 0

Each line ends with the Löwdin charge.
Element x y z (Å)
C (0.4065, -0.3276, -0.8228)  -0.104
C (1.3238, -0.1957, 0.1307)  -0.197
O (0.8883, 0.4378, 1.2363)  -0.073
N (-0.5327, 0.9722, 0.7388)  0.055
C (-0.9493, -0.0172, -0.2596)  -0.222
H (0.5952, -0.5370, -1.8569)  0.090
H (2.3197, -0.6314, 0.1018)  0.124
H (-0.9871, 0.8066, 1.6241)  0.097
H (-1.5897, 0.3940, -1.0512)  0.114
H (-1.4641, -0.9097, 0.1630)  0.117



# 8
The following is a quantum chemistry calculation of a 2-piece molecular cluster, C3H5NO overall, from OMol25.

- Orbital gap: 10.571 eV
- Total charge: 0

Each line ends with the Löwdin charge.
Element x y z (Å)
C (0.2230, 0.1222, 1.3412)  -0.192
N (0.5522, 0.9942, 2.1780)  0.104
C (0.3786, 1.4209, 0.7288)  -0.177
H (-0.0178, -0.9316, 1.2921)  0.102
H (-0.4948, 2.0290, 0.4962)  0.079
H (1.2851, 1.6763, 0.1812)  0.074
C (-0.6565, -1.1709, -1.5751)  -0.139
O (-1.5147, -0.6510, -0.9110)  -0.019
H (0.4061, -0.8512, -1.5136)  0.084
H (-0.8949, -1.9999, -2.2702)  0.083